Here is a cluster of 5 separate species, C5H22N3O4 in total in a non-equilibrium geometry from OMol25. Energies are from ωB97M-V with the def2-TZVPD basis set.

Results
- Charge: +1
- E: -668.64101 Ha
- Multiplicity: 1
- Strongest force on any atom: 0.10454 hartree/bohr

Each line ends with the natural charge from an NBO analysis.
Atoms and positions in Å:
O  3.44598  1.45403  0.77123  -0.96
O  1.09725  -1.40770  2.19014  -1.01
O  -1.66210  3.41502  1.18732  -0.99
O  1.01288  1.56283  2.05910  -1.00
N  3.26774  -1.16751  -1.00357  -0.77
N  1.10008  -0.89666  -1.29655  -0.63
N  -0.90978  0.14834  0.55710  -0.74
C  -0.06780  -1.34264  -2.06190  -0.22
C  -3.36640  0.05875  -0.20773  -0.65
C  -1.83793  -0.06846  -0.73163  -0.01
C  -1.48177  -1.30466  -1.39123  -0.46
C  2.20040  -1.51277  -1.74657  0.30
H  2.30075  -2.21338  -2.60991  0.20
H  3.21290  1.65285  1.73450  0.49
H  1.25545  -2.02287  2.86723  0.49
H  0.11584  -2.33402  -2.29813  0.19
H  1.12863  0.92842  2.75721  0.50
H  -3.51733  -0.33917  0.83797  0.23
H  -4.06945  -0.62832  -0.87009  0.25
H  -2.17231  -1.65951  -2.13629  0.25
H  -0.78987  1.10762  0.81972  0.45
H  -0.15034  -0.60877  -2.94280  0.18
H  0.07281  -0.01893  0.41177  0.48
H  -3.67013  1.13518  -0.40329  0.23
H  -1.40490  -2.04803  -0.60466  0.21
H  -1.23018  -0.47286  1.37913  0.44
H  -1.42941  4.25179  0.63607  0.51
H  -1.61642  0.85995  -1.37247  0.22
H  3.23489  -0.44588  -0.33281  0.42
H  -2.58138  3.25078  1.22171  0.49
H  2.48635  1.48524  0.35571  0.48
H  4.10135  -1.45607  -1.31555  0.39
H  0.14273  2.13611  2.20376  0.50
H  1.78150  -1.49871  1.33555  0.52